No. 1
This record from the OMol25 dataset describes a structure of composition C2H5N3S at a distorted geometry. The level of theory is ωB97M-V/def2-TZVPD.

For the maximum force, the calculation gives 4.8 eV/Å. The HOMO energy comes out at -0.3094 Eh. The energy above the lowest of the compared OMol25 structures with the same formula, charge and spin comes out at 277.1 kcal/mol.

Geometry as XYZ:
```
11
C2H5N3S (ωB97M-V/def2-TZVPD)
C -0.811 0.472 -0.070
C 0.500 -0.971 -1.579
H -0.981 -0.226 3.345
H 1.135 -0.026 1.143
H -1.616 0.766 -0.982
H 1.501 0.561 -0.500
H -0.630 -1.711 -1.701
N -0.409 0.687 2.212
N -1.116 1.049 1.072
N 0.462 0.039 -0.531
S 1.965 -0.639 -2.408
```

Results of the Mulliken charge analysis, in e, for atoms 1 through 4: atom 1 (C): 0.025, atom 2 (C): 0.011, atom 3 (H): 0.221, atom 4 (H): 0.193


No. 2
This record from the OMol25 dataset describes a structure of composition C44H44BBrF4N5O7SSb2Tl at a distorted geometry. The level of theory is ωB97M-V/def2-TZVPD.

For the maximum force, the calculation gives 1.0 eV/Å. The net charge is -2. The HOMO energy comes out at -0.1227 Eh. The energy above the lowest of the compared OMol25 structures with the same formula, charge and spin comes out at 0.0 kcal/mol.

Geometry as XYZ:
```
110
C44H44BBrF4N5O7SSb2Tl (ωB97M-V/def2-TZVPD)
Tl 0.427 0.130 1.254
C -1.680 -1.051 -3.025
C -3.067 -0.922 -2.356
C -3.113 -1.539 -0.963
Sb -4.635 -0.875 0.442
C -6.137 -0.175 -0.956
C -6.798 1.024 -0.704
C -7.911 1.391 -1.446
C -8.381 0.559 -2.453
C -7.719 -0.629 -2.726
C -6.610 -0.996 -1.977
C -4.004 1.126 0.921
C -4.135 1.563 2.237
C -3.817 2.871 2.579
C -3.376 3.756 1.607
C -3.253 3.332 0.292
C -3.565 2.025 -0.047
Sb -0.150 0.317 -2.233
C 1.405 -0.289 -3.610
C 2.388 0.628 -3.976
C 3.515 0.222 -4.674
C 3.683 -1.116 -5.005
C 2.716 -2.040 -4.634
C 1.588 -1.628 -3.938
C -0.992 2.005 -3.350
C -2.103 1.920 -4.188
C -2.729 3.061 -4.672
C -2.250 4.318 -4.331
C -1.134 4.418 -3.512
C -0.518 3.275 -3.018
H -1.781 -0.912 -4.103
H -1.293 -2.056 -2.851
H -3.804 -1.428 -2.989
H -3.368 0.128 -2.309
H -2.177 -1.348 -0.437
H -3.216 -2.623 -1.019
H -6.432 1.674 0.083
H -8.422 2.322 -1.231
H -9.260 0.836 -3.023
H -8.075 -1.279 -3.516
H -6.103 -1.933 -2.183
H -4.489 0.880 3.002
H -3.911 3.195 3.608
H -3.106 4.769 1.876
H -2.898 4.013 -0.470
H -3.470 1.715 -1.080
H 2.276 1.672 -3.701
H 4.274 0.946 -4.946
H 4.569 -1.435 -5.542
H 2.847 -3.088 -4.875
H 0.855 -2.363 -3.625
H -2.512 0.957 -4.467
H -3.606 2.968 -5.304
H -2.751 5.210 -4.688
H -0.752 5.394 -3.234
H 0.321 3.383 -2.338
O 1.849 3.919 -0.772
C 1.473 3.287 0.232
O 0.535 2.441 0.273
C 2.247 3.574 1.515
C 2.436 4.866 1.887
C 3.253 5.202 2.990
C 3.989 4.214 3.620
C 3.860 2.897 3.229
C 2.886 2.480 2.224
O 2.636 1.280 1.997
N 4.740 1.945 3.846
O 4.929 0.864 3.314
O 5.317 2.273 4.886
N 3.398 6.555 3.398
O 4.153 6.820 4.334
O 2.761 7.423 2.806
H 1.973 5.660 1.319
H 4.696 4.477 4.391
C -2.421 -3.173 4.611
C -1.866 -2.696 3.273
N -0.464 -3.022 3.095
C 0.535 -2.198 3.504
S 0.274 -0.939 4.585
N 1.748 -2.491 2.998
C 2.957 -1.709 3.241
C 3.585 -1.979 4.606
H -3.467 -2.874 4.703
H -1.852 -2.720 5.420
H -2.355 -4.260 4.690
H -1.994 -1.612 3.208
H -2.405 -3.164 2.450
H -0.259 -3.567 2.266
H 1.781 -3.169 2.248
H 2.731 -0.645 3.153
H 3.669 -1.961 2.455
H 2.877 -1.730 5.393
H 4.466 -1.344 4.711
H 3.883 -3.025 4.701
F -0.961 -3.752 0.392
B 0.202 -3.658 -0.408
F 0.351 -2.317 -0.854
F 0.102 -4.513 -1.500
F 1.318 -3.992 0.396
Br 5.869 -2.915 0.014
C 4.839 -1.351 -0.269
C 5.469 -0.126 -0.400
C 4.677 0.974 -0.680
C 3.306 0.794 -0.782
N 2.709 -0.376 -0.584
C 3.460 -1.444 -0.345
H 6.540 -0.044 -0.277
H 5.105 1.958 -0.812
H 2.660 1.629 -1.019
H 2.948 -2.391 -0.208
```

Results of the Mulliken charge analysis, in e, for atoms 1 through 4: atom 1 (Tl): 1.196, atom 2 (C): -1.670, atom 3 (C): 0.428, atom 4 (C): -0.622


No. 3
This record from the OMol25 dataset describes a cluster of 3 separate species, C5H12O2 in total. The level of theory is ωB97M-V/def2-TZVPD.

For the maximum force, the calculation gives 0.5 eV/Å. The HOMO energy comes out at -0.3614 Eh. The energy above the lowest of the compared OMol25 structures with the same formula, charge and spin comes out at 48.6 kcal/mol. As for the SMILES: C=CCC.C=O.O.

Geometry as XYZ:
```
19
C5H12O2 (ωB97M-V/def2-TZVPD)
C 2.029 -0.652 0.708
C 1.662 0.012 -0.617
C 0.350 -0.409 -1.205
O -0.616 0.789 2.360
C -0.541 0.404 -1.769
C -2.475 -0.240 0.140
O -2.804 0.760 0.738
H 3.076 -0.448 0.956
H 1.387 -0.295 1.519
H 1.914 -1.741 0.637
H 2.403 -0.276 -1.377
H 1.709 1.106 -0.542
H 0.194 -1.490 -1.255
H -0.260 1.602 1.985
H -1.364 0.018 -2.363
H -0.467 1.487 -1.680
H -1.716 -0.942 0.525
H -2.938 -0.498 -0.827
H -1.544 0.813 2.065
```

Results of the Mulliken charge analysis, in e, for atoms 1 through 4: atom 1 (C): -1.062, atom 2 (C): -0.336, atom 3 (C): -0.030, atom 4 (O): -0.639


No. 4
This record from the OMol25 dataset describes a structure of composition C4H8BrN2S at a distorted geometry. The level of theory is ωB97M-V/def2-TZVPD.

For the maximum force, the calculation gives 4.7 eV/Å. The net charge is +1. The HOMO energy comes out at -0.4811 Eh. The energy above the lowest of the compared OMol25 structures with the same formula, charge and spin comes out at 60.0 kcal/mol.

Geometry as XYZ:
```
16
C4H8BrN2S (ωB97M-V/def2-TZVPD)
C 0.917 -0.355 0.770
C -0.320 -0.647 -0.008
C -1.586 0.489 0.966
C 2.078 -1.171 0.449
N 0.891 0.521 1.678
N -1.811 1.640 0.033
S -0.454 1.302 2.276
Br -3.191 -0.291 1.488
H -0.334 0.008 -0.848
H -0.699 -1.679 -0.113
H 2.978 -0.723 0.787
H 2.124 -1.280 -0.586
H 1.998 -2.189 0.723
H -2.192 2.543 0.454
H -2.376 1.301 -0.820
H -0.885 1.947 -0.419
```

Results of the Mulliken charge analysis, in e, for atoms 1 through 4: atom 1 (C): 1.117, atom 2 (C): -1.000, atom 3 (C): -0.006, atom 4 (C): -1.316


No. 5
This record from the OMol25 dataset describes an isolated molecule of C11H14N2 at a distorted geometry. The level of theory is ωB97M-V/def2-TZVPD.

For the maximum force, the calculation gives 3.9 eV/Å. The HOMO energy comes out at -0.2591 Eh. The energy above the lowest of the compared OMol25 structures with the same formula, charge and spin comes out at 71.5 kcal/mol. As for the SMILES: C/N=C1\C=CC=C\C1=C\N=C(C)C.

Geometry as XYZ:
```
27
C11H14N2 (ωB97M-V/def2-TZVPD)
C -3.895 -0.650 -0.389
C -3.577 0.645 0.042
C -2.862 -1.586 -0.448
C -2.330 1.162 0.188
C -1.552 -1.218 -0.191
C -1.176 0.280 0.022
C -0.543 -2.184 -0.029
C 1.463 -0.922 0.040
C 2.372 -0.594 1.163
C 2.125 -0.683 -1.266
C 0.534 1.958 0.191
N 0.736 -2.014 0.191
N 0.073 0.693 -0.199
H -4.934 -0.931 -0.554
H -4.459 1.314 0.210
H -3.064 -2.645 -0.713
H -2.215 2.178 0.397
H -0.922 -3.188 0.272
H 2.715 0.413 1.194
H 3.212 -1.249 1.190
H 1.878 -0.668 2.149
H 3.125 -0.439 -1.174
H 1.753 0.152 -1.842
H 2.133 -1.625 -1.915
H 0.026 2.238 1.118
H 1.593 1.829 0.270
H 0.352 2.751 -0.453
```

Results of the Mulliken charge analysis, in e, for atoms 1 through 4: atom 1 (C): -0.756, atom 2 (C): -0.327, atom 3 (C): -0.498, atom 4 (C): -0.819


No. 6
This record from the OMol25 dataset describes an isolated molecule of C8H8OS2 at a distorted geometry. The level of theory is ωB97M-V/def2-TZVPD.

For the maximum force, the calculation gives 3.7 eV/Å. The HOMO energy comes out at -0.3338 Eh. The energy above the lowest of the compared OMol25 structures with the same formula, charge and spin comes out at 46.2 kcal/mol.

Geometry as XYZ:
```
19
C8H8OS2 (ωB97M-V/def2-TZVPD)
C 0.525 -0.848 1.227
C -0.754 -0.337 0.642
C -1.756 -1.239 0.246
C -2.959 -0.815 -0.172
C -2.986 0.546 -0.568
C -1.877 1.414 -0.324
C -0.776 1.020 0.379
C 0.481 1.738 0.531
H 0.553 -1.881 1.716
H 0.654 0.102 1.861
H -1.509 -2.210 0.643
H -3.726 -1.543 -0.169
H -3.946 0.922 -0.907
H -1.669 2.338 -0.885
H 0.411 2.787 0.214
H 0.688 1.640 1.678
O 0.987 -1.740 -1.073
S 1.783 -0.955 -0.073
S 2.046 1.136 -0.385
```

Results of the Mulliken charge analysis, in e, for atoms 1 through 4: atom 1 (C): -0.833, atom 2 (C): 0.913, atom 3 (C): -0.430, atom 4 (C): -0.574


Q: The lowest maximum force belongs to which entry?
A: C5H12O2


Q: HOMO of number 6 (C8H8OS2)?
A: -0.3338 Eh


Q: What is the maximum force in the sixth record?
A: 3.7 eV/Å


Q: The highest maximum force belongs to which entry?
A: C2H5N3S